1.
Molecular formula: C29H31FN6O6Sc
Method: DFT, ωB97M-V with the def2-TZVPD basis set

- gap between HOMO and LUMO (eV) = 3.41
- total charge = -1
- ΔE to the lowest compared entry with this formula, charge and spin (kJ/mol) = 53.5
- HOMO (Ha) = -0.0688

Each line ends with the Mulliken charge.
Geometry (Å):
Sc: -0.6186 -0.5245 0.3048  0.331
C: -2.6466 -4.0394 2.0792  -1.433
C: -2.1931 -2.6066 2.0369  0.779
O: -1.6706 -2.1017 0.9326  -0.503
C: -2.2322 -1.9152 3.2273  -1.061
C: -1.6078 -0.6416 3.4019  0.890
C: -1.9865 0.1827 4.6010  -1.360
N: -0.6949 -0.1671 2.5488  0.530
N: 0.1828 0.7551 3.0653  -0.855
C: 0.9969 1.2355 2.1731  0.643
O: 1.0123 0.8108 0.9396  -0.612
C: 2.1274 2.2224 2.5653  0.132
C: 2.1994 2.7053 3.8568  -0.262
C: 3.2310 3.5262 4.2205  -0.661
C: 4.1980 3.9144 3.2591  -0.284
C: 4.1623 3.4051 1.9835  -0.718
C: 3.1301 2.5001 1.6530  -0.212
H: -1.9360 -4.6908 2.6411  0.292
H: -2.7926 -4.5300 1.1128  0.313
H: -3.6200 -4.0665 2.6617  0.335
H: -2.8455 -2.2939 3.9996  0.377
H: -2.9952 -0.1390 4.9513  0.408
H: -1.9443 1.2582 4.3859  0.335
H: -1.2835 -0.0158 5.4655  0.248
H: 1.4890 2.3275 4.5480  0.492
H: 3.3066 3.9690 5.1974  0.371
H: 4.9950 4.6067 3.5364  0.333
H: 4.8281 3.7407 1.2120  0.390
H: 3.0272 2.0831 0.6438  0.337
C: 3.8807 -3.4575 0.0980  -0.001
C: 5.2233 -3.8196 0.2889  -0.863
C: 5.3195 -4.2584 1.6446  -0.206
C: 4.0953 -4.2578 2.2576  -1.034
C: 3.1714 -3.7864 1.2356  -0.441
H: 3.4817 -3.0123 -0.7772  0.264
H: 6.0232 -3.7551 -0.4408  0.384
H: 6.2913 -4.4817 2.1509  0.295
H: 3.8798 -4.5071 3.2738  0.396
H: 2.0785 -3.5940 1.3433  0.259
F: 5.3841 -1.4517 -3.7712  -0.294
C: 4.1094 -1.0419 -3.9733  0.445
C: 3.0455 -1.8086 -3.5928  -0.264
N: 1.8012 -1.2584 -3.6897  0.216
C: 0.6588 -1.9883 -3.1158  -1.140
C: 0.2854 -1.4081 -1.7409  1.224
O: -0.6462 -0.5367 -1.7474  -0.570
O: 0.8403 -1.8723 -0.7268  -0.428
C: 1.5129 -0.1955 -4.5745  0.362
O: 0.3908 0.2447 -4.6974  -0.598
N: 2.6441 0.3630 -5.1931  -0.131
C: 3.9221 0.2654 -4.6358  0.244
O: 4.7202 1.1881 -4.7076  -0.602
H: 3.1144 -2.8104 -3.2314  0.375
H: 0.9822 -3.0412 -2.9731  0.417
H: -0.1387 -1.8959 -3.8982  0.386
H: 2.4610 1.3133 -5.5615  0.305
N: -2.2149 1.0584 0.1651  -0.612
C: -2.8125 1.6233 -0.7051  0.865
N: -3.5913 2.0188 -1.6794  0.090
C: -3.7221 3.3917 -2.1111  -0.770
C: -5.1773 3.7856 -2.3181  -0.582
C: -6.1647 3.0045 -1.4110  -0.668
C: -6.0185 1.4660 -1.7203  -0.564
C: -4.6165 1.0903 -2.2062  -0.682
H: -3.2077 3.5075 -3.0825  0.234
H: -3.1642 4.0570 -1.4245  0.475
H: -5.3516 3.6440 -3.3829  0.355
H: -5.2883 4.8853 -2.1869  0.344
H: -7.1607 3.3528 -1.6217  0.383
H: -5.9863 3.1993 -0.3401  0.286
H: -6.8177 1.1454 -2.4385  0.337
H: -6.1791 0.9152 -0.7866  0.290
H: -4.5696 1.1454 -3.3144  0.286
H: -4.3079 0.0634 -1.8841  0.356

---

2.
Molecular formula: CH2N2O7
Method: DFT, ωB97M-V with the def2-TZVPD basis set

- gap between HOMO and LUMO (eV) = 6.50
- total charge = -2
- HOMO (Ha) = -0.0388

Each line ends with the natural charge from an NBO analysis.
Geometry (Å):
C: 2.7103 -1.7617 -0.3095  0.622
N: 1.8753 2.2158 0.1621  0.724
N: -6.7140 -0.2703 0.1672  0.212
O: 1.3143 3.2538 0.4543  -0.488
O: 1.8632 1.2195 0.9457  -0.585
O: -7.3511 -0.1268 -0.8602  -0.574
O: -7.0746 -1.1622 1.0057  -0.638
O: 3.3767 -0.7611 0.1669  -0.673
O: 2.4726 2.0716 -0.9091  -0.538
O: 3.2107 -2.9864 -0.3433  -0.704
H: 1.6412 -1.7165 -0.7881  0.120
H: 2.6753 0.0243 0.3083  0.522

---

3.
Molecular formula: C17H18FNO4
Method: DFT, ωB97M-V with the def2-TZVPD basis set

- gap between HOMO and LUMO (eV) = 9.30
- SMILES = CCOC(=O)c1c(C)[nH]c(C(=O)OCc2ccc(F)cc2)c1C
- ΔE to the lowest compared entry with this formula, charge and spin (kJ/mol) = 0.0
- HOMO (Ha) = -0.3155

Each line ends with the natural charge from an NBO analysis.
Geometry (Å):
C: -3.2600 -4.0895 -0.2689  -0.622
C: -4.0112 -2.8122 0.0572  -0.069
H: -4.4579 -2.8561 1.0575  0.187
H: -4.8173 -2.6277 -0.6624  0.189
O: -3.0903 -1.7254 0.0092  -0.517
C: -3.6040 -0.5074 0.2380  0.799
O: -4.7812 -0.3355 0.4711  -0.623
C: -2.6017 0.5542 0.1673  -0.283
C: -2.8892 1.9148 0.3082  0.272
N: -1.7367 2.5848 0.1776  -0.467
C: -0.6919 1.7150 -0.0448  -0.057
C: -1.2030 0.4272 -0.0544  0.060
C: -0.4421 -0.8335 -0.2436  -0.643
H: 0.6229 -0.6291 -0.2734  0.233
H: -0.7455 -1.3172 -1.1707  0.226
H: -0.6591 -1.5252 0.5675  0.229
C: 0.6262 2.3015 -0.2089  0.778
O: 0.8222 3.4968 -0.1175  -0.627
O: 1.5947 1.4102 -0.4720  -0.506
C: 2.9153 1.9312 -0.6258  -0.090
C: 3.9103 0.8621 -0.2718  -0.076
C: 4.9506 1.1227 0.6100  -0.179
C: 5.8676 0.1367 0.9286  -0.279
C: 5.7207 -1.1155 0.3613  0.403
C: 4.6900 -1.4044 -0.5148  -0.280
C: 3.7891 -0.4050 -0.8309  -0.170
H: 2.9778 -0.6064 -1.5132  0.221
H: 4.6056 -2.3931 -0.9373  0.231
F: 6.6076 -2.0835 0.6715  -0.324
H: 6.6825 0.3256 1.6092  0.231
H: 5.0490 2.1036 1.0502  0.218
H: 3.0427 2.2445 -1.6711  0.195
H: 3.0286 2.8142 0.0118  0.215
H: -1.6020 3.5838 0.2290  0.435
C: -4.1781 2.6047 0.5537  -0.671
H: -4.3959 3.3024 -0.2545  0.224
H: -4.9737 1.8692 0.6182  0.273
H: -4.1347 3.1682 1.4853  0.225
H: -2.4637 -4.2510 0.4528  0.211
H: -2.8210 -4.0227 -1.2607  0.211
H: -3.9434 -4.9331 -0.2387  0.217

---

4.
Molecular formula: C5H11O2PS2
Method: DFT, ωB97M-V with the def2-TZVPD basis set

- gap between HOMO and LUMO (eV) = 9.43
- SMILES = CC(C)/C(=C/O)P(=O)(S)S
- ΔE to the lowest compared entry with this formula, charge and spin (kJ/mol) = 30.8
- HOMO (Ha) = -0.3350

Each line ends with the natural charge from an NBO analysis.
Geometry (Å):
C: -0.4407 1.7917 0.4212  0.218
C: 1.0715 0.0365 -1.3602  -0.590
C: 0.9077 -0.8312 1.1643  -0.609
C: -0.8440 0.5867 -0.0106  -0.545
C: 0.1830 -0.4876 -0.2044  -0.257
O: -1.1860 2.8516 0.8505  -0.669
O: -3.5006 1.0813 0.8807  -1.085
P: -2.6267 0.1756 0.1640  1.632
S: -2.9683 -0.0927 -1.8523  -0.308
S: -2.6166 -1.8065 1.0781  -0.323
H: 0.5595 2.0822 0.5088  0.179
H: 1.4831 1.0029 -1.2391  0.200
H: 0.3564 0.1169 -2.3140  0.207
H: 1.9958 -0.6083 -1.4073  0.216
H: 0.3225 -1.2072 2.0113  0.231
H: 1.5938 -1.7766 0.8250  0.205
H: 1.6346 -0.0011 1.4329  0.213
H: -1.7430 0.6139 -2.1131  0.193
H: -0.4029 -1.2630 -0.6516  0.224
H: -2.1190 2.7377 0.6269  0.503
H: -2.5274 -1.2183 2.3090  0.165

---

5.
Molecular formula: CH2O2S3
Method: DFT, ωB97M-V with the def2-TZVPD basis set

- gap between HOMO and LUMO (eV) = 9.60
- SMILES = O=S1(=O)S[C@H]1S
- ΔE to the lowest compared entry with this formula, charge and spin (kJ/mol) = 164.2
- HOMO (Ha) = -0.3707

Each line ends with the natural charge from an NBO analysis.
Geometry (Å):
C: 0.1415 -0.5190 -0.4293  -0.668
O: -1.8419 1.5072 -0.6573  -0.864
O: -2.5130 -0.8409 -1.3470  -0.863
S: 0.1705 -0.1420 -2.2953  0.022
S: 0.9430 0.6230 0.6867  0.032
S: -1.4292 0.0782 -1.1027  1.897
H: 0.2384 -1.5400 -0.3774  0.249
H: -0.1428 1.4659 0.9288  0.194

---

6.
Molecular formula: C14H29N2O12PS2
Method: DFT, ωB97M-V with the def2-TZVPD basis set

- gap between HOMO and LUMO (eV) = 8.82
- SMILES = CCOCCOC[C@]1([PH2]=N)OC(=O)C[C@H]1CN.O=S1(=O)OCCO1.O=S1(=O)OCCO1
- HOMO (Ha) = -0.3099

Each line ends with the natural charge from an NBO analysis.
Geometry (Å):
C: 6.8449 2.0387 1.1976  -0.620
C: 6.4879 0.6248 1.5883  -0.054
O: 5.1555 0.3792 1.2004  -0.529
C: 4.7136 -0.8981 1.5722  -0.070
C: 3.2662 -1.0896 1.1683  -0.072
O: 2.5353 0.0861 1.4331  -0.512
C: 1.2562 0.0252 0.8716  -0.074
C: 0.4584 1.2919 1.2283  -0.043
P: 0.3117 2.4685 -0.2291  1.306
N: -1.1474 2.7708 -0.6965  -1.325
O: 1.0938 2.0240 2.2975  -0.496
C: 0.1447 2.8030 2.9074  0.793
O: 0.4436 3.7105 3.6171  -0.548
C: -1.2364 2.3121 2.5139  -0.542
C: -0.9266 0.9869 1.8235  -0.240
C: -1.9736 0.3062 0.9291  -0.231
N: -2.3893 -1.0271 1.3745  -0.837
H: 6.7772 2.1704 0.1178  0.210
H: 7.8650 2.2674 1.5094  0.208
H: 6.1662 2.7447 1.6740  0.218
H: 6.5911 0.4872 2.6736  0.160
H: 7.1633 -0.0956 1.1035  0.155
H: 5.3147 -1.6634 1.0582  0.164
H: 4.8364 -1.0506 2.6528  0.165
H: 3.1920 -1.3560 0.1061  0.164
H: 2.8445 -1.9164 1.7539  0.177
H: 0.7097 -0.8590 1.2308  0.181
H: 1.3391 -0.0777 -0.2194  0.170
H: 1.1882 1.9310 -1.1911  -0.060
H: 1.0528 3.5503 0.2880  -0.064
H: -1.2889 2.5216 -1.6698  0.395
H: -1.7173 3.0421 1.8580  0.266
H: -1.8568 2.1994 3.4023  0.241
H: -0.6792 0.3003 2.6464  0.211
H: -1.5847 0.2045 -0.0841  0.205
H: -2.8566 0.9377 0.8437  0.216
H: -2.7850 -0.9657 2.3085  0.344
H: -1.5626 -1.6106 1.4702  0.360
C: -2.3937 -5.6295 -0.3836  -0.097
C: -3.1033 -4.5662 0.4358  -0.107
O: -2.2192 -4.3777 1.5540  -0.688
S: -0.7085 -4.5189 1.0844  2.560
O: -0.1685 -3.2370 0.7841  -0.928
O: -0.0335 -5.3765 1.9880  -0.891
O: -1.0057 -5.2603 -0.2929  -0.689
H: -2.5238 -6.6262 0.0389  0.195
H: -2.6741 -5.6232 -1.4329  0.215
H: -4.0646 -4.8915 0.8221  0.215
H: -3.2076 -3.6208 -0.0980  0.217
C: -4.0274 2.9384 -5.4816  -0.097
C: -4.6406 1.5551 -5.5998  -0.102
O: -3.8087 0.7497 -4.7503  -0.689
S: -3.3189 1.6057 -3.4941  2.556
O: -4.1545 1.3587 -2.3783  -0.886
O: -1.9100 1.4560 -3.4050  -0.912
O: -3.6805 3.0367 -4.0913  -0.685
H: -3.1237 3.0374 -6.0839  0.197
H: -4.7239 3.7398 -5.7110  0.215
H: -4.5904 1.1457 -6.6045  0.214
H: -5.6665 1.5299 -5.2301  0.197